(1)
The molecule C2H5NO4S2 at a distorted geometry, computed with ωB97M-V/def2-TZVPD.

Cartesian coordinates (Å):
S1 -1.20 -0.52 2.12
S2 1.30 -0.75 -1.04
O1 1.73 -2.07 -1.30
O2 0.89 -0.64 0.44
O3 -0.10 -0.44 -1.70
O4 2.20 0.29 -1.34
N1 -0.19 1.47 0.58
C1 -0.42 0.15 0.61
C2 -1.11 -0.30 -0.71
H1 -0.11 -0.17 2.69
H2 0.37 1.91 -0.18
H3 0.16 1.87 1.43
H4 -1.89 0.45 -0.97
H5 -1.63 -1.25 -0.64

total charge = 0
ΔE to the lowest compared entry with this formula, charge and spin = 0.0 kcal per mole
LUMO level = 0.443 eV
HOMO-LUMO gap = 10.90 eV
SMILES string = N[C@@]1(S)COS(=O)(=O)O1

(2)
A structure of composition C6H14N2O at a distorted geometry, computed with ωB97M-V/def2-TZVPD.

Cartesian coordinates (Å):
O1 1.16 2.14 0.63
N1 0.62 -1.92 -0.47
N2 -0.83 0.79 1.37
C1 -0.81 -0.28 0.62
C2 1.15 -1.19 1.77
C3 0.40 -1.13 0.66
C4 -0.10 1.10 -1.67
C5 -2.08 -0.86 0.08
C6 1.49 1.60 -0.49
H1 -0.83 0.31 -1.82
H2 0.51 1.12 -2.58
H3 0.54 -1.40 -1.33
H4 0.87 -0.64 2.66
H5 -2.53 -1.50 0.86
H6 -1.90 -1.50 -0.79
H7 2.04 -1.80 1.82
H8 1.87 2.28 -1.27
H9 -1.71 1.30 1.39
H10 0.11 1.49 1.26
H11 1.48 -2.46 -0.43
H12 -2.78 -0.08 -0.22
H13 1.98 0.62 -0.46
H14 -0.66 2.03 -1.58

total charge = 0
ΔE to the lowest compared entry with this formula, charge and spin = 106.2 kcal per mole
LUMO level = -0.117 eV
HOMO-LUMO gap = 7.52 eV

(3)
A cluster of 2 separate species, C5H13NO in total at a distorted geometry, computed with ωB97M-V/def2-TZVPD.

Cartesian coordinates (Å):
O1 -0.96 -1.10 1.93
N1 0.62 0.49 2.00
C1 -0.63 -0.02 2.36
C2 -0.72 -0.69 -2.66
C3 1.82 -0.37 -2.06
C4 0.35 -0.16 -1.69
C5 -1.40 0.78 3.35
H1 -1.68 -0.33 -2.30
H2 1.99 -1.44 -2.04
H3 2.06 0.16 -2.98
H4 2.49 0.11 -1.34
H5 0.87 1.47 2.02
H6 -1.20 1.84 3.23
H7 0.99 -0.09 1.27
H8 -0.52 -0.32 -3.67
H9 -0.75 -1.78 -2.75
H10 0.14 0.91 -1.62
H11 -2.47 0.59 3.29
H12 0.08 -0.59 -0.72
H13 -1.09 0.52 4.36

total charge = 0
ΔE to the lowest compared entry with this formula, charge and spin = 5.0 kcal per mole
LUMO level = 0.845 eV
HOMO-LUMO gap = 10.79 eV
SMILES string = CC(N)=O.CCC

(4)
The molecule C3H4N2O, computed with ωB97M-V/def2-TZVPD.

Cartesian coordinates (Å):
O1 0.90 -1.40 1.05
N1 -0.66 1.46 -0.13
N2 0.23 0.78 0.76
C1 -0.37 -0.58 -0.91
C2 0.28 -0.49 0.30
C3 -0.98 0.65 -1.21
H1 -0.19 2.23 -0.59
H2 0.85 -2.25 0.58
H3 0.28 1.01 1.75
H4 -0.34 -1.42 -1.59

total charge = 0
ΔE to the lowest compared entry with this formula, charge and spin = 79.4 kcal per mole
LUMO level = 0.485 eV
HOMO-LUMO gap = 8.65 eV

(5)
A cluster of 2 separate species, C8H19Cl2N in total at a distorted geometry, computed with ωB97M-V/def2-TZVPD.

Cartesian coordinates (Å):
Cl1 -3.92 -3.64 0.51
Cl2 -2.18 -0.20 2.47
N1 1.10 0.73 -0.81
C1 -0.09 -0.13 -0.96
C2 -3.00 -1.79 2.19
C3 0.38 -1.40 -1.74
C4 0.72 2.07 -0.60
C5 3.40 0.84 -0.35
C6 -2.85 -2.19 0.80
C7 2.04 0.33 0.11
C8 -0.20 2.44 0.34
H1 -3.92 -1.68 2.44
H2 2.09 0.67 1.07
H3 -3.18 -1.34 0.18
H4 0.85 -2.04 -1.20
H5 3.74 1.99 -0.29
H6 -1.75 -2.39 0.64
H7 -0.94 0.29 -1.57
H8 0.11 2.12 -1.37
H9 -0.34 -0.34 0.09
H10 4.23 0.51 0.21
H11 1.18 -1.19 -2.53
H12 3.41 0.66 -1.49
H13 -0.51 -2.15 -1.93
H14 -0.84 3.27 -0.02
H15 2.32 -0.61 0.07
H16 -1.04 1.70 0.76
H17 -2.50 -2.40 2.75
H18 0.24 2.96 1.06
H19 1.45 2.89 -0.86

total charge = 0
ΔE to the lowest compared entry with this formula, charge and spin = 30.3 kcal per mole
LUMO level = 0.816 eV
HOMO-LUMO gap = 9.12 eV
SMILES string = CCN(CC)CC.ClCCCl

(6)
A cluster of 2 separate species, C24H40NO7PS in total at a distorted geometry, computed with ωB97M-V/def2-TZVPD.

Cartesian coordinates (Å):
S1 -1.82 -1.37 -2.73
P1 1.30 -0.52 -1.28
O1 0.83 -5.16 -1.18
O2 1.36 -0.85 -2.91
O3 -1.12 -6.26 0.76
O4 -1.95 2.04 -4.50
O5 1.89 -1.87 -0.45
O6 4.03 3.16 1.06
O7 -0.23 1.79 0.70
N1 -1.44 -0.04 -1.70
C1 4.28 1.10 -0.26
C2 3.73 1.77 1.03
C3 2.25 1.40 1.39
C4 1.02 3.54 1.72
C5 -0.34 4.24 1.47
C6 -0.58 5.13 0.41
C7 1.48 2.89 -0.64
C8 -0.21 -5.20 1.02
C9 -2.26 1.48 -3.48
C10 -1.82 5.74 0.15
C11 -0.47 -0.39 -0.65
C12 -2.25 0.63 0.78
C13 0.14 -1.13 2.72
C14 -2.90 5.45 1.00
C15 0.09 -4.39 -0.23
C16 0.02 -5.64 -2.24
C17 -1.15 1.21 -2.41
C18 -1.44 3.98 2.32
C19 -0.66 0.46 0.68
C20 1.12 2.25 0.76
C21 -0.47 -7.52 0.66
C22 -0.37 -0.38 1.92
C23 -2.70 4.58 2.09
C24 -3.03 -0.70 0.89
H1 0.72 -5.58 1.47
H2 0.26 5.34 -0.26
H3 0.60 -6.38 -2.80
H4 0.57 3.23 -1.17
H5 0.39 -7.49 -0.01
H6 2.09 3.81 -0.51
H7 -2.83 -1.44 0.08
H8 -2.63 1.34 0.03
H9 -2.38 1.14 1.76
H10 -1.19 -8.24 0.27
H11 2.08 2.23 -1.28
H12 3.88 3.46 1.97
H13 -0.74 -1.43 -0.33
H14 1.00 3.25 2.78
H15 2.50 -2.35 -1.03
H16 -0.25 -4.82 -2.91
H17 1.81 4.28 1.50
H18 -1.88 6.41 -0.71
H19 0.72 -3.54 0.04
H20 -0.89 -6.13 -1.87
H21 0.54 -1.90 3.36
H22 -3.88 5.90 0.79
H23 -1.26 2.04 -1.67
H24 -0.15 -7.85 1.66
H25 -3.32 1.20 -3.27
H26 2.17 0.30 1.25
H27 5.39 1.06 -0.11
H28 -1.47 -1.05 -4.01
H29 4.13 1.70 -1.17
H30 -1.38 3.32 3.20
H31 -2.93 -1.21 1.86
H32 -0.84 -4.01 -0.67
H33 0.94 -1.70 -3.13
H34 -0.19 1.24 -2.97
H35 -0.69 -4.54 1.75
H36 4.35 1.31 1.84
H37 -4.11 -0.45 0.80
H38 3.97 0.05 -0.35
H39 2.18 1.54 2.49
H40 -3.56 4.39 2.74

total charge = 0
LUMO level = 0.297 eV
HOMO-LUMO gap = 8.28 eV
SMILES string = C#C[C@@](CC)(O[C@@](C)(Cc1ccccc1)C[C@@H](C)O)[C@@H](N(S)CC=O)P(O)O.COCCOC

(7)
The molecule C5H11NO at a distorted geometry, computed with ωB97M-V/def2-TZVPD.

Cartesian coordinates (Å):
O1 2.08 -1.36 0.24
N1 0.23 -0.02 0.29
C1 0.92 -1.21 0.46
C2 -1.13 1.62 -1.16
C3 0.02 -2.25 0.98
C4 1.05 1.12 0.58
C5 -0.81 0.11 -0.78
H1 -1.69 2.24 -0.42
H2 0.58 2.10 0.70
H3 -1.65 1.59 -2.22
H4 -0.09 2.06 -1.36
H5 -0.19 -1.70 1.94
H6 -0.45 -0.37 -1.79
H7 1.38 0.96 1.64
H8 1.83 1.17 -0.15
H9 -0.87 -2.44 0.31
H10 -1.69 -0.47 -0.47
H11 0.48 -3.17 1.21

total charge = 0
ΔE to the lowest compared entry with this formula, charge and spin = 46.6 kcal per mole
LUMO level = 0.885 eV
HOMO-LUMO gap = 9.75 eV
SMILES string = CCN(C)C(C)=O

(8)
A cluster of 2 separate species, C28H29F2N2S in total at a distorted geometry, computed with ωB97M-V/def2-TZVPD.

Cartesian coordinates (Å):
S1 -2.40 -1.09 0.62
F1 2.99 4.66 2.00
F2 -2.82 4.75 -1.03
N1 -0.91 -3.13 0.12
N2 -0.24 -1.17 -1.02
C1 -1.04 -1.81 -0.22
C2 -1.80 -3.56 1.12
C3 0.44 -2.00 -2.01
C4 -2.83 -5.08 2.66
C5 -2.44 3.70 -0.23
C6 2.03 -2.02 -3.96
C7 -2.65 -2.54 1.54
C8 -4.29 4.37 1.32
C9 0.85 0.10 -3.38
C10 5.39 3.52 1.22
C11 4.00 1.65 0.24
C12 -2.72 2.46 1.79
C13 -3.16 3.49 0.95
C14 -3.58 -2.77 2.55
C15 0.31 1.21 -0.07
C16 -1.86 -4.84 1.67
C17 1.45 -1.19 -2.82
C18 2.78 1.07 -0.04
C19 4.09 2.87 0.92
C20 1.56 1.72 0.32
C21 0.14 -3.97 -0.45
C22 1.66 2.96 1.04
C23 2.90 3.48 1.31
C24 -3.68 -4.05 3.10
C25 -1.60 1.70 1.47
C26 -1.36 2.94 -0.61
C27 -0.91 1.91 0.25
C28 1.09 -3.18 -1.32
H1 2.73 0.10 -0.53
H2 4.93 1.17 -0.07
H3 0.28 0.37 -0.77
H4 1.59 0.60 -4.00
H5 -4.20 -1.94 2.88
H6 1.54 -3.84 -2.06
H7 0.69 -4.44 0.38
H8 -1.19 -5.62 1.31
H9 -5.02 3.82 1.90
H10 6.19 2.88 0.83
H11 -0.81 3.14 -1.53
H12 0.76 3.50 1.34
H13 5.55 3.64 2.30
H14 2.27 -0.92 -2.14
H15 5.47 4.51 0.75
H16 1.23 -2.45 -4.58
H17 -3.26 2.26 2.71
H18 -2.93 -6.08 3.08
H19 -0.04 -0.11 -3.99
H20 -4.42 -4.26 3.88
H21 -0.30 -2.40 -2.73
H22 -0.32 -4.78 -1.03
H23 2.65 -1.39 -4.61
H24 0.57 0.80 -2.59
H25 2.66 -2.84 -3.59
H26 -3.94 5.22 1.92
H27 -1.23 0.94 2.16
H28 1.91 -2.79 -0.69
H29 -4.78 4.77 0.43

total charge = +1
ΔE to the lowest compared entry with this formula, charge and spin = 0.0 kcal per mole
LUMO level = -5.375 eV
HOMO-LUMO gap = 5.08 eV